Below is a single C14H30O4S molecule, with properties calculated with ωB97M-V/def2-TZVPD.

Each line ends with the Mulliken charge.
Cartesian coordinates (Å):
S (0.651, 1.200, -0.859)  1.1970
O (1.892, 1.195, -1.858)  -0.4567
O (0.634, -0.283, -0.370)  -0.1309
O (-0.494, 1.417, -1.673)  -0.6480
O (0.958, 2.090, 0.200)  -0.6076
C (-2.174, 0.030, 1.001)  1.9058
C (-2.988, 1.284, 1.354)  -0.9328
C (3.500, -0.850, 0.095)  1.1855
C (-3.116, -1.163, 0.775)  -1.2269
C (-1.175, -0.273, 2.127)  -1.2401
C (-0.037, -1.227, 1.752)  -1.0277
C (-2.240, 2.578, 1.053)  -1.2308
C (4.643, -1.862, 0.028)  -1.7126
C (3.988, 0.457, 0.717)  -1.4358
C (-3.855, -1.115, -0.570)  -0.7373
C (1.092, -0.563, 0.957)  0.0248
C (-1.874, -1.680, -2.076)  -0.5658
C (2.333, -1.455, 0.884)  -1.6360
C (-3.280, -2.060, -1.627)  -0.7773
H (5.465, -1.469, -0.565)  0.4261
H (-3.277, -3.081, -1.237)  0.3100
H (-1.727, -0.705, 2.967)  0.4568
H (-1.842, -0.642, -2.401)  0.2012
H (-3.263, 1.248, 2.412)  0.3165
H (1.343, 0.398, 1.413)  0.9068
H (-3.830, -0.100, -0.966)  0.3344
H (-0.417, -2.070, 1.175)  0.2683
H (-1.158, -1.793, -1.267)  -0.0551
H (4.234, 0.312, 1.768)  0.3402
H (-3.943, -2.045, -2.496)  0.3642
H (5.016, -2.079, 1.027)  0.3626
H (-1.559, -2.315, -2.902)  0.4696
H (-1.313, 2.645, 1.616)  0.2664
H (-1.625, 0.232, 0.081)  -0.6476
H (-1.984, 2.625, -0.002)  0.2487
H (-4.904, -1.383, -0.416)  0.3200
H (-3.915, 1.281, 0.777)  0.4095
H (4.310, -2.794, -0.423)  0.3983
H (2.660, -1.659, 1.906)  0.4500
H (3.158, -0.640, -0.922)  0.0987
H (3.235, 1.236, 0.632)  0.2777
H (-2.553, -2.096, 0.833)  0.4198
H (1.564, 1.007, -2.737)  0.3469
H (-0.731, 0.663, 2.472)  0.4487
H (0.405, -1.623, 2.669)  0.5196
H (-2.857, 3.439, 1.305)  0.4707
H (4.882, 0.801, 0.201)  0.4263
H (2.045, -2.403, 0.423)  0.3954
H (-3.841, -1.179, 1.594)  0.5026

Energy above the lowest of the compared OMol25 structures with the same formula, charge and spin in kcal/mol: 1.43
E in Ha: -1250.59642
LUMO energy in eV: 0.4
Orbital gap in Eh: 0.402
SMILES: CCCC[C@@H](CC)CC[C@@H](CC(C)C)OS(=O)(=O)O